(1)
Molecular formula: C4H15NO3
Method: DFT, the ωB97M-V functional and the def2-TZVPD basis

Summary:
energy above the lowest of the compared OMol25 structures with the same formula, charge and spin: 59.29 kcal per mole
E_LUMO: 0.564 eV
calculated total energy: -441.7874 Eh
F_max: 4.9 eV Å⁻¹
HOMO: -9.25 eV
net charge: 0

Geometry (Å):
C (1.59085, -0.98948, 0.86213)
C (0.67340, 0.11387, 0.22478)
C (0.79176, 1.40292, 1.01671)
N (-0.75686, -0.03900, -0.07333)
C (-1.75575, -0.36124, 0.96891)
O (-2.89798, -0.76036, 0.25020)
H (0.97153, -1.76698, 1.04741)
H (2.41555, -1.33413, 0.13641)
H (1.87946, -0.56643, 1.79851)
H (1.04694, 0.21344, -0.79584)
H (1.75044, 1.87490, 0.61344)
H (-0.08518, 1.97569, 0.87269)
H (1.04828, 1.23160, 2.04838)
H (-1.03360, -0.66327, -0.80324)
H (-1.31713, -1.28711, 1.45956)
H (-1.92428, 0.48199, 1.74520)
H (-2.79783, -0.38655, -0.60811)
O (1.75975, -2.14318, -2.36522)
H (2.14040, -1.60074, -1.62453)
H (2.16780, -1.59890, -2.95300)
O (-1.79143, 2.31732, -1.51511)
H (-1.24391, 1.95947, -0.88285)
H (-2.63220, 1.92613, -1.42310)

***

(2)
Molecular formula: H10O5
Method: DFT, the ωB97M-V functional and the def2-TZVPD basis

Summary:
energy above the lowest of the compared OMol25 structures with the same formula, charge and spin: 48.18 kcal per mole
E_LUMO: 0.088 eV
calculated total energy: -382.1474 Eh
F_max: 5.2 eV Å⁻¹
HOMO: -10.32 eV
net charge: 0

Geometry (Å):
O (2.58508, -1.65105, -0.98540)
H (2.63494, -1.82453, 0.00768)
H (1.99667, -0.78100, -1.29767)
O (-1.05727, -2.18272, -1.00888)
H (-0.49766, -2.28217, -1.71497)
H (-0.82413, -1.21436, -0.78893)
O (-0.63795, -0.48251, 2.18589)
H (-0.26122, -1.21603, 2.54981)
H (-0.73137, 0.31444, 2.76621)
O (-1.25239, 3.25713, -0.46017)
H (-1.24359, 3.76219, 0.34175)
H (-0.41328, 3.29493, -1.00558)
O (0.09052, 0.18709, -0.53064)
H (-0.48415, 0.88627, -0.48657)
H (0.09579, -0.06769, 0.42747)

***

(3)
Molecular formula: C5H10FN2
Method: DFT, the ωB97M-V functional and the def2-TZVPD basis

Summary:
energy above the lowest of the compared OMol25 structures with the same formula, charge and spin: 37.38 kcal per mole
E_LUMO (spin up / spin down): -4.010 / -5.728 eV
calculated total energy: -405.3706 Eh
F_max: 2.6 eV Å⁻¹
HOMO (spin up / spin down): -12.26 / -13.27 eV
multiplicity: 3
net charge: +1

Geometry (Å):
C (1.57722, 0.08878, 1.55553)
C (-0.18309, -1.84954, 1.15505)
C (-1.22284, -1.37446, 0.25868)
C (-0.76388, -0.31937, -0.75330)
C (-0.05276, 0.91530, -0.18401)
N (0.06617, 1.98619, -1.11246)
N (1.40288, 0.56557, 0.21136)
F (-0.48614, -2.86422, 1.88942)
H (2.49234, -0.51740, 1.61825)
H (-1.75155, -2.19324, -0.24671)
H (-1.97558, -0.95038, 0.94620)
H (-0.12663, -0.78951, -1.50640)
H (-1.65389, 0.04620, -1.27078)
H (-0.50824, 1.23728, 0.75791)
H (-0.49378, 2.79873, -0.90806)
H (-0.04576, 1.72172, -2.08146)
H (1.88535, 1.48243, 0.21527)
H (1.84017, 0.01591, -0.54448)

***

(4)
Molecular formula: C3H8N3S
Method: DFT, the ωB97M-V functional and the def2-TZVPD basis

Summary:
energy above the lowest of the compared OMol25 structures with the same formula, charge and spin: 9.45 kcal per mole
E_LUMO: -3.655 eV
calculated total energy: -681.2992 Eh
F_max: 6.1 eV Å⁻¹
HOMO: -14.28 eV
net charge: +1

Geometry (Å):
C (1.18617, -0.53946, -0.05842)
C (-0.08986, 1.70502, -0.20982)
C (-1.10207, 0.24384, -0.37077)
N (-0.08109, -0.82184, -0.42987)
N (2.15338, -1.43025, 0.19809)
N (-2.14347, 0.26359, 0.66630)
S (1.45520, 1.08760, 0.21521)
H (-0.13188, 2.03242, -1.28573)
H (-0.47282, 2.41322, 0.43773)
H (-1.57475, 0.46536, -1.33523)
H (-0.36070, -1.83771, -0.23457)
H (2.34108, -2.44061, -0.01726)
H (3.03797, -0.91251, 0.22833)
H (-2.50587, -0.67618, 0.62433)
H (-1.71129, 0.44751, 1.57168)

***

(5)
Molecular formula: C4H9NO2
Method: DFT, the ωB97M-V functional and the def2-TZVPD basis

Summary:
energy above the lowest of the compared OMol25 structures with the same formula, charge and spin: 94.68 kcal per mole
E_LUMO: 0.598 eV
calculated total energy: -362.9347 Eh
F_max: 0.4 eV Å⁻¹
HOMO: -8.97 eV
net charge: 0

Geometry (Å):
C (0.76266, 1.89615, -1.10181)
N (0.57984, 0.49279, -0.76736)
C (-0.65756, -0.00722, -0.73552)
O (-0.88978, -1.34030, -0.70023)
C (-0.39334, -1.90364, 0.52086)
C (-0.23017, -0.70385, 1.51500)
O (0.96285, -0.23688, 1.61353)
H (0.63724, 2.54338, -0.22772)
H (1.76881, 2.03546, -1.50336)
H (0.04592, 2.19779, -1.87154)
H (-1.43376, 0.55286, -1.25760)
H (-1.10338, -2.67662, 0.82474)
H (0.59880, -2.33512, 0.36250)
H (-0.95384, 0.08861, 0.79967)
H (-0.83006, -0.76310, 2.44237)
H (1.13579, 0.15970, 0.08647)

***

(6)
Molecular formula: C54H120F18N9O18S6
Method: DFT, the ωB97M-V functional and the def2-TZVPD basis

Summary:
energy above the lowest of the compared OMol25 structures with the same formula, charge and spin: 0.00 kcal per mole
E_LUMO: -4.341 eV
calculated total energy: -8162.2019 Eh
F_max: 3.6 eV Å⁻¹
HOMO: -14.11 eV
net charge: +3

Geometry (Å):
C (-2.05091, 2.87454, -9.47165)
C (-1.89537, 1.56146, -8.78633)
N (-2.39235, 1.35427, -7.30732)
C (-2.20132, -0.12694, -6.95159)
C (-1.65320, 2.29962, -6.41493)
C (-0.19215, 2.06883, -6.30621)
C (-3.82810, 1.72233, -7.10477)
C (-4.76189, 1.27563, -8.17440)
O (-5.01001, -0.10013, -7.96647)
C (-5.73689, -0.81339, -9.00167)
H (-1.71048, 3.71652, -8.78140)
H (-3.07710, 3.12865, -9.71363)
H (-1.44089, 2.81263, -10.36625)
H (-0.81756, 1.48402, -8.74552)
H (-2.30911, 0.72125, -9.30907)
H (-2.03450, -0.25144, -5.82385)
H (-1.26990, -0.52590, -7.24113)
H (-3.00459, -0.64988, -7.39999)
H (-2.11877, 2.15376, -5.40851)
H (-1.91176, 3.28462, -6.72017)
H (0.10043, 2.55023, -5.40156)
H (0.43508, 2.48536, -7.05153)
H (0.02910, 1.02948, -6.10427)
H (-3.87656, 2.78460, -6.83752)
H (-4.15627, 1.26150, -6.17999)
H (-4.39258, 1.62250, -9.14372)
H (-5.68990, 1.80031, -8.07375)
H (-5.29838, -0.59540, -9.98615)
H (-6.81233, -0.55632, -9.07771)
H (-5.55298, -1.86912, -8.66341)
C (-2.43309, -5.33097, -1.02930)
C (-1.16824, -4.49274, -1.04644)
N (-0.24292, -4.69727, -2.18327)
C (-0.90537, -4.42950, -3.48209)
C (0.87300, -3.69956, -1.95325)
C (1.95154, -3.65409, -3.05164)
C (0.30727, -6.11457, -2.09785)
C (0.75365, -6.67032, -0.76985)
O (1.83399, -5.90704, -0.27939)
C (2.07665, -6.25999, 1.07267)
H (-3.12908, -5.03995, -1.85056)
H (-2.97028, -5.15024, -0.06775)
H (-2.12164, -6.37400, -1.10719)
H (-0.49920, -4.66386, -0.16553)
H (-1.49141, -3.44953, -0.99169)
H (-0.13078, -4.48474, -4.21314)
H (-1.31102, -3.40459, -3.49904)
H (-1.64546, -5.16382, -3.65214)
H (1.29486, -3.92602, -1.03373)
H (0.38523, -2.77667, -1.88147)
H (1.69356, -2.96939, -3.86294)
H (2.14784, -4.62805, -3.50178)
H (2.83460, -3.27967, -2.61792)
H (1.19579, -6.15332, -2.73383)
H (-0.46948, -6.81019, -2.43871)
H (1.00987, -7.73852, -0.84371)
H (-0.12880, -6.63910, -0.14095)
H (2.39695, -7.32090, 1.14702)
H (1.15940, -6.18186, 1.66703)
H (2.85821, -5.76659, 1.51754)
C (-10.01848, -2.76845, 2.96440)
C (-8.48416, -2.93676, 3.20806)
N (-7.69014, -1.65095, 3.39799)
C (-8.30600, -0.77649, 4.45175)
C (-6.23201, -1.89697, 3.76197)
C (-5.86873, -2.44553, 5.20558)
C (-7.61601, -0.86741, 2.08943)
C (-7.25134, -1.59035, 0.87636)
O (-8.17362, -2.46052, 0.25353)
C (-7.50715, -3.00768, -0.85680)
H (-10.48612, -3.75258, 2.96256)
H (-10.13266, -2.27150, 2.00920)
H (-10.44852, -2.09404, 3.67082)
H (-7.97474, -3.52604, 2.47206)
H (-8.46824, -3.42856, 4.19536)
H (-8.39959, -1.33097, 5.39312)
H (-9.25911, -0.47173, 4.07821)
H (-7.74823, 0.18960, 4.37717)
H (-5.73286, -0.91577, 3.68196)
H (-5.78197, -2.58602, 3.00974)
H (-6.07187, -1.67353, 5.97250)
H (-4.78931, -2.58706, 5.20602)
H (-6.47110, -3.26300, 5.53981)
H (-6.88999, -0.03383, 2.33395)
H (-8.56547, -0.35447, 1.93895)
H (-6.37835, -2.24477, 1.17841)
H (-6.90563, -0.82143, 0.21565)
H (-8.14816, -3.79741, -1.23668)
H (-6.57016, -3.51109, -0.52114)
H (-7.28916, -2.13251, -1.52730)
C (0.37871, 6.60623, -3.50626)
C (0.76482, 7.31718, -2.18767)
N (-0.23062, 7.56034, -1.08797)
C (-1.57771, 7.87306, -1.72298)
C (-0.20297, 6.43520, -0.12258)
C (-1.42223, 6.19386, 0.78059)
C (0.24721, 8.81534, -0.33130)
C (-0.38560, 9.16221, 1.02483)
O (-1.79338, 9.18125, 0.72990)
C (-2.53330, 9.56748, 1.93092)
H (1.26788, 6.60565, -4.17334)
H (-0.40409, 7.08454, -4.08590)
H (0.14968, 5.57041, -3.30349)
H (1.18501, 8.25186, -2.55220)
H (1.65929, 6.82491, -1.68761)
H (-2.22508, 8.25033, -1.03211)
H (-1.96120, 7.01385, -2.28265)
H (-1.39238, 8.67774, -2.38856)
H (0.72319, 6.53840, 0.41008)
H (-0.04569, 5.58515, -0.78620)
H (-2.29760, 6.15253, 0.19908)
H (-1.64454, 6.96942, 1.47468)
H (-1.25283, 5.23014, 1.24036)
H (0.11999, 9.71584, -0.93708)
H (1.31359, 8.57954, -0.10217)
H (0.06250, 10.03924, 1.52216)
H (-0.21764, 8.33648, 1.71171)
H (-2.02897, 10.40935, 2.49595)
H (-2.60869, 8.71813, 2.67321)
H (-3.56700, 9.79911, 1.62663)
C (1.22945, -3.82315, 4.24278)
C (1.19335, -2.57738, 5.05267)
N (1.44041, -2.69476, 6.53467)
C (2.65387, -3.57846, 6.79790)
C (1.64548, -1.23285, 7.08989)
C (2.94890, -0.69319, 6.71120)
C (0.31486, -3.46905, 7.13202)
C (-0.95459, -2.62040, 7.21328)
O (-1.12579, -1.93614, 8.44294)
C (-1.70724, -2.74607, 9.41155)
H (2.20810, -4.28611, 4.22886)
H (0.90712, -3.54713, 3.23971)
H (0.39981, -4.55548, 4.51640)
H (0.27538, -2.02453, 4.84739)
H (2.03745, -1.98544, 4.66005)
H (2.44459, -4.61922, 6.50461)
H (2.85726, -3.61197, 7.85099)
H (3.49583, -3.27445, 6.18997)
H (1.44905, -1.27622, 8.13106)
H (0.78587, -0.71329, 6.62688)
H (3.05244, 0.33068, 6.90288)
H (3.29764, -0.84121, 5.64317)
H (3.68741, -1.15036, 7.29720)
H (0.56651, -3.78768, 8.17524)
H (0.10494, -4.36029, 6.57820)
H (-1.75353, -3.24188, 7.01055)
H (-0.86801, -1.83304, 6.48415)
H (-0.95394, -3.48827, 9.87882)
H (-2.46980, -3.36395, 8.89330)
H (-2.20916, -2.12191, 10.11063)
C (9.03029, -0.33780, 2.11355)
C (8.32147, 0.28071, 0.92242)
N (7.34956, 1.44062, 1.19501)
C (6.59291, 1.11117, 2.45888)
C (8.09462, 2.63948, 1.35585)
C (7.21144, 3.91391, 1.30416)
C (6.23314, 1.43091, 0.19844)
C (6.57966, 1.31401, -1.26901)
O (7.24845, 2.45620, -1.72588)
C (7.22744, 2.38006, -3.12974)
H (9.79184, 0.35665, 2.47572)
H (9.50832, -1.28370, 1.82810)
H (8.39824, -0.62496, 2.95350)
H (7.71042, -0.47348, 0.39349)
H (9.03496, 0.52026, 0.15564)
H (6.11537, 0.17670, 2.36615)
H (5.90813, 1.90522, 2.60942)
H (7.20902, 1.13208, 3.33780)
H (8.83604, 2.71403, 0.57467)
H (8.64367, 2.66327, 2.30944)
H (6.75074, 4.07191, 0.31078)
H (7.82749, 4.74066, 1.39518)
H (6.50978, 4.02171, 2.10585)
H (5.47313, 2.21897, 0.34179)
H (5.65879, 0.58889, 0.49603)
H (5.61449, 1.16658, -1.83622)
H (7.18328, 0.39223, -1.50417)
H (7.63043, 1.41488, -3.53231)
H (7.80706, 3.20465, -3.52640)
H (6.18131, 2.55027, -3.47163)
C (5.46864, -3.87762, -0.73980)
F (4.91222, -5.10517, -0.63164)
F (6.78420, -4.02042, -0.36427)
F (5.53068, -3.50731, -1.99458)
S (4.53328, -2.77823, 0.35972)
O (5.21581, -1.51028, 0.36773)
O (3.17458, -2.83378, -0.14772)
N (4.56236, -3.50283, 1.80189)
S (5.30903, -2.87060, 3.05193)
O (5.97764, -1.62098, 2.96000)
O (4.46937, -3.05388, 4.22714)
C (6.70257, -3.98397, 3.34513)
F (7.63988, -3.94244, 2.38252)
F (7.21360, -3.54876, 4.50269)
F (6.23287, -5.24212, 3.47679)
C (2.09852, 1.45352, 1.07053)
F (2.98038, 0.42800, 0.86011)
F (0.99793, 1.11628, 0.47053)
F (1.98542, 1.65365, 2.40540)
S (2.66824, 3.02533, 0.31263)
O (1.60557, 3.93271, 0.65346)
O (3.88757, 3.28420, 0.96147)
N (2.97929, 2.69554, -1.21252)
S (1.93273, 2.59875, -2.36735)
O (1.45474, 1.32339, -2.72885)
O (0.89138, 3.59775, -2.23682)
C (2.97311, 3.12267, -3.75327)
F (3.90820, 2.22957, -4.05428)
F (2.05868, 3.15163, -4.81081)
F (3.43676, 4.35673, -3.68636)
C (-1.88923, 0.05523, -2.39135)
F (-1.84777, 0.50228, -3.64182)
F (-0.78017, -0.62359, -2.23973)
F (-1.83989, 1.03685, -1.54172)
S (-3.37784, -0.99522, -2.17191)
O (-4.56433, -0.22410, -2.36498)
O (-3.04749, -2.05732, -3.08628)
N (-3.06677, -1.39757, -0.70135)
S (-3.67732, -1.49958, 0.71768)
O (-4.52100, -0.42259, 1.17166)
O (-4.04315, -2.79908, 1.11233)
C (-2.14043, -1.16291, 1.75483)
F (-2.40898, -1.61666, 2.97021)
F (-1.13092, -1.84538, 1.31352)
F (-1.80104, 0.13192, 1.78482)

***

Repeat the fifth record exactly.
Molecular formula: C4H9NO2
Method: DFT, the ωB97M-V functional and the def2-TZVPD basis

Summary:
energy above the lowest of the compared OMol25 structures with the same formula, charge and spin: 94.68 kcal per mole
E_LUMO: 0.598 eV
calculated total energy: -362.9347 Eh
F_max: 0.4 eV Å⁻¹
HOMO: -8.97 eV
net charge: 0

Geometry (Å):
C (0.76266, 1.89615, -1.10181)
N (0.57984, 0.49279, -0.76736)
C (-0.65756, -0.00722, -0.73552)
O (-0.88978, -1.34030, -0.70023)
C (-0.39334, -1.90364, 0.52086)
C (-0.23017, -0.70385, 1.51500)
O (0.96285, -0.23688, 1.61353)
H (0.63724, 2.54338, -0.22772)
H (1.76881, 2.03546, -1.50336)
H (0.04592, 2.19779, -1.87154)
H (-1.43376, 0.55286, -1.25760)
H (-1.10338, -2.67662, 0.82474)
H (0.59880, -2.33512, 0.36250)
H (-0.95384, 0.08861, 0.79967)
H (-0.83006, -0.76310, 2.44237)
H (1.13579, 0.15970, 0.08647)

***

- Which of these has the lowest F_max?
  C4H9NO2

***

- What is the formula in the third record?
  C5H10FN2